Record 1
The following is a DFT calculation (ωB97M-V/def2-TZVPD) of C17H47AsCl8F6O16P3 as an isolated structure at a distorted geometry.

## Properties
Gap between HOMO and LUMO ... 0.35246 Eh
Highest occupied orbital energy ... -7.4 eV
Net charge ... -1
ΔE to the lowest compared entry with this formula, charge and spin ... 0.556 eV
Max |F| ... 3.280 eV/Å

```
98
Properties=species:S:1:pos:R:3:forces:R:3:mulliken_charge:R:1
As 1.9030 -0.4890 -0.6051 -1.232 -0.610 -0.112 2.25
F 0.9397 -0.8142 -2.1123 1.240 0.795 1.632 -0.57
F 2.5602 -2.1425 -0.6936 -0.438 1.053 -0.114 -0.55
F 2.7943 -0.2670 0.8825 -0.387 -0.307 -0.736 -0.42
F 1.3708 1.2186 -0.4091 0.131 -1.604 -0.393 -0.49
F 0.4466 -1.1081 0.3222 1.814 0.873 -0.959 -0.49
F 3.2622 0.1239 -1.5627 -0.813 -0.519 0.418 -0.45
C 0.6781 -4.4864 0.5996 0.208 1.295 1.255 -0.35
O 0.0967 -5.6016 -0.0783 -0.712 0.305 -1.262 -0.37
P -0.8391 -5.3912 -1.4023 -2.101 0.070 0.376 1.09
O -1.8848 -4.3035 -1.3311 1.946 -2.038 0.322 -0.44
O 0.1529 -5.2184 -2.6388 -1.573 -2.368 0.469 -0.50
C 0.9570 -4.1143 -2.5698 1.887 2.670 0.268 -0.29
O -1.4303 -6.9220 -1.6525 0.717 2.061 -0.221 -0.45
C -2.3296 -7.5052 -0.7003 0.376 0.512 0.738 -0.63
H 0.3656 -4.4539 1.6434 -0.221 -0.592 0.078 0.26
H 0.4204 -3.4757 0.2831 -0.475 -0.306 -0.819 0.00
H 1.7678 -4.4735 0.6226 0.021 -0.690 -0.448 0.33
H 0.4660 -3.2462 -2.1300 -0.366 0.104 -0.299 0.05
H 1.3412 -3.8267 -3.5484 -0.337 -0.206 -0.146 0.25
H 1.8344 -4.2260 -1.9328 0.117 -0.595 0.078 0.24
H -2.7894 -8.4095 -1.0987 0.593 -0.042 -0.141 0.27
H -3.1649 -6.8795 -0.3857 0.084 0.540 -0.388 0.26
H -1.7159 -7.6545 0.1880 -0.299 -0.660 0.170 0.28
C -1.6974 -0.9525 2.5252 -0.543 -0.210 -0.390 -0.32
O -2.1076 -1.4126 3.8532 0.171 -1.220 -0.443 -0.15
P -2.8814 -2.8194 4.0216 0.216 0.356 0.120 0.44
O -3.0070 -3.3112 5.4095 0.670 0.239 -0.953 -0.74
O -2.1636 -3.8012 2.9333 -0.453 0.898 1.245 0.12
C -2.3837 -5.2130 2.9484 -0.959 -0.528 -0.058 -0.82
O -4.3460 -2.5134 3.4289 0.807 0.280 -0.037 -0.32
C -4.9902 -1.3554 3.9814 -1.959 -0.177 0.069 -0.77
H -0.9473 -1.5856 2.0511 0.071 -0.087 0.505 -0.03
H -1.3378 0.0755 2.5695 -0.035 -0.186 0.474 0.29
H -2.5520 -0.9671 1.8488 -0.166 0.070 0.062 0.36
H -3.2457 -5.4977 3.5517 -0.297 0.335 -0.065 0.40
H -1.6016 -5.8419 3.3737 0.664 0.678 -0.140 0.31
H -2.5781 -5.5001 1.9150 0.132 -0.045 0.045 0.23
H -5.1607 -0.6012 3.2132 0.706 0.126 0.054 0.28
H -4.6712 -0.9544 4.9434 1.105 -0.092 -0.370 0.34
H -6.0035 -1.6491 4.2555 -0.193 -0.447 -0.221 0.31
C 1.4883 7.6468 0.5380 -0.356 -1.190 -1.442 -0.60
O 1.5025 7.3022 1.8973 -1.119 0.169 1.879 -0.28
P 0.2237 6.4895 2.5133 0.239 -1.869 0.943 0.81
O 0.3627 6.0754 3.9265 0.508 1.032 -0.966 -0.71
O -1.0589 7.4460 2.2730 0.258 0.176 -0.326 -0.31
C -0.9901 8.8557 2.6895 1.291 -0.605 0.125 -0.69
O 0.0019 5.1558 1.5952 -0.587 2.057 -0.114 -0.05
C 0.8550 4.0031 1.5984 1.080 -0.255 0.592 -0.57
H 1.8622 6.7289 0.0844 0.062 0.355 -0.892 0.21
H 2.0760 8.5059 0.2147 0.374 -0.034 0.870 0.26
H 0.4824 7.8307 0.1605 -0.203 -0.078 0.083 0.31
H -1.8651 9.2405 3.2134 -0.431 -0.711 -0.515 0.28
H -0.7272 9.4632 1.8235 -0.313 -0.035 -0.048 0.25
H -0.1859 8.9833 3.4141 0.167 -0.140 -0.004 0.33
H 1.4783 3.9601 2.4916 -0.045 0.310 0.161 0.45
H 1.5266 3.9934 0.7400 -0.209 0.292 -0.151 0.27
H 0.3291 3.0483 1.5938 -0.692 0.495 -0.132 0.02
C -2.4955 -0.8056 -1.4982 -0.049 -1.064 0.236 0.25
C -3.6787 -1.1671 -2.3470 -0.599 1.388 -0.283 -0.61
O -3.6766 -0.5291 -3.6409 -0.351 -1.278 -0.435 -0.62
O -2.6175 0.4848 -0.9219 0.068 -0.535 0.081 -0.46
H -1.5225 -0.8793 -1.9839 -0.111 -0.132 -0.516 0.09
H -2.4852 -1.6402 -0.7972 0.203 0.506 0.956 0.13
H -4.5841 -0.8161 -1.8519 -0.025 0.359 0.518 0.29
H -3.8677 -2.2405 -2.3301 0.657 -0.172 -1.152 0.39
H -3.2762 0.3432 -3.6198 0.301 -0.272 0.579 0.48
H -2.3808 1.0370 -1.6707 -0.048 0.799 0.191 0.16
C -0.3864 2.7610 -2.4067 1.123 0.780 -0.919 -0.13
C -1.5580 3.1772 -3.3467 1.463 0.101 0.590 -0.68
O -2.4113 2.0737 -3.4529 -1.041 -0.687 0.434 -0.57
O -0.5687 2.9489 -1.0268 -1.298 0.085 0.128 -0.48
H 0.5004 3.3621 -2.6079 0.007 0.348 -0.898 0.51
H -0.0202 1.7451 -2.5553 -0.551 -0.283 -0.598 0.00
H -1.2819 3.4395 -4.3680 0.923 -0.042 0.020 0.34
H -1.9758 4.1071 -2.9610 -0.624 -0.202 0.482 0.32
H -3.2152 2.2739 -3.9379 -0.066 0.372 -0.028 0.27
H -0.0758 2.2108 -0.6608 -0.122 -0.024 0.575 0.37
C 5.5573 1.1221 0.6910 -0.817 -0.549 -0.579 0.38
Cl 6.9220 1.0202 -0.4875 -0.381 0.155 0.874 -0.20
Cl 5.4124 2.5996 1.6272 0.393 0.399 -0.069 -0.17
H 4.6552 1.0363 0.0853 0.275 0.094 0.097 -0.35
H 5.5398 0.3090 1.4167 0.555 -0.024 -0.342 0.24
C 3.6624 1.2869 -4.6919 1.177 -0.241 0.675 0.62
Cl 5.0261 2.4389 -4.3470 -0.399 -0.554 -0.022 -0.20
Cl 2.2133 2.1569 -4.9844 -1.054 0.561 -0.602 -0.14
H 3.9851 0.6732 -5.5329 -0.267 0.202 0.104 0.26
H 3.4523 0.6903 -3.8041 0.535 0.034 -0.098 -0.57
C 4.6927 -2.3752 -3.6086 -0.222 -0.496 0.481 0.27
Cl 5.9983 -1.2145 -3.5128 0.392 0.085 -0.139 -0.13
Cl 3.8871 -2.3748 -5.1889 -0.190 0.176 0.093 -0.18
H 5.0401 -3.3999 -3.4762 0.269 0.312 0.064 0.38
H 4.0266 -2.1145 -2.7862 -0.342 -0.055 -0.429 -0.39
C 1.7231 -0.3173 3.7893 -0.171 -0.336 -0.124 0.48
Cl 2.9201 0.9195 3.4795 0.541 0.296 0.245 -0.12
Cl 0.5682 0.2160 5.0085 -0.326 0.089 0.078 -0.17
H 1.2352 -0.4969 2.8313 -0.140 -0.118 0.300 -0.59
H 2.1707 -1.2239 4.1967 0.177 0.224 -0.300 0.34
```
Forces are in eV/Å.

---

Record 2
The following is a DFT calculation (ωB97M-V/def2-TZVPD) of a 6-piece molecular cluster, C18H42N6O6 overall at a distorted geometry.

## Properties
Gap between HOMO and LUMO ... 0.34649 Eh
Highest occupied orbital energy ... -9.2 eV
Net charge ... 0
ΔE to the lowest compared entry with this formula, charge and spin ... 11.030 eV
SMILES ... CN(C)C=O.CN(C)C=O.CN(C)C=O.CN(C)C=O.CN(C)C=O.CN(C)C=O
Max |F| ... 10.483 eV/Å

```
72
Properties=species:S:1:pos:R:3:forces:R:3:mulliken_charge:R:1
C 1.7955 5.0499 1.6851 2.290 3.476 -2.370 0.05
O 2.5875 6.0569 1.7341 -2.711 -3.190 -0.157 -0.64
N 1.1615 4.6509 0.5411 1.308 1.907 0.942 0.11
C 0.3995 3.4829 0.3501 3.766 -3.856 0.344 -0.81
C 1.3435 5.4649 -0.6839 -0.157 1.835 3.985 -1.20
H 1.5765 4.4519 2.5181 -0.255 -0.997 1.445 0.38
H 0.8685 2.8609 -0.5049 -0.609 0.772 1.161 0.14
H -0.4645 3.8179 0.0221 -4.790 0.815 -1.483 0.66
H 0.2915 2.7429 1.1921 0.206 1.257 -0.435 0.11
H 1.0525 6.5349 -0.5309 -0.108 -1.008 -0.103 0.30
H 0.8945 5.0139 -1.4669 -1.681 -1.312 -2.474 0.43
H 2.3605 5.4689 -0.8019 2.689 0.284 -0.851 0.44
C -0.8375 -4.0141 -5.7339 2.384 -2.148 -1.764 0.10
O 0.0565 -4.8821 -5.9199 -2.124 1.551 0.457 -0.64
N -0.8855 -3.1621 -4.7519 0.654 1.687 4.494 0.11
C -1.8315 -1.9691 -4.6449 5.672 -1.696 -4.116 -1.03
C 0.2325 -3.2601 -3.7239 0.940 1.719 1.506 -0.65
H -1.6055 -3.7891 -6.4459 -0.799 -0.310 -0.921 0.35
H -2.0395 -1.6841 -5.6419 -0.850 -0.147 -1.304 0.46
H -1.2575 -1.1461 -4.3799 1.202 1.344 1.314 0.29
H -2.6335 -2.0421 -4.1099 -4.537 -1.037 3.413 0.35
H 0.9575 -2.3161 -3.8899 -1.053 -2.528 -0.132 0.23
H 0.7275 -4.2951 -3.6019 -0.721 1.884 -1.173 0.31
H -0.0345 -3.0151 -2.6329 -0.762 -0.296 -1.735 0.14
C -3.2565 2.6289 -1.4379 -3.514 -0.154 4.399 0.00
O -4.1855 3.2859 -0.8819 1.937 -1.271 -1.621 -0.66
N -2.4915 3.0499 -2.3819 1.888 0.570 -3.522 0.23
C -1.3875 2.2599 -2.8989 -2.729 -2.569 -3.895 -0.53
C -2.8225 4.3009 -3.0469 0.543 1.053 -1.009 -0.91
H -3.0295 1.6109 -1.0249 0.138 0.493 -0.534 0.36
H -0.8905 2.7009 -3.7659 -0.200 0.380 0.449 0.34
H -1.6615 1.1409 -3.2849 -0.221 2.624 0.592 0.34
H -0.7355 1.9369 -2.2189 2.841 -0.421 3.147 -0.14
H -2.3555 4.5269 -4.0669 0.160 -0.925 1.671 0.29
H -2.5715 5.0859 -2.3419 -0.098 0.507 -0.207 0.32
H -3.8625 4.3839 -3.3029 -0.717 -0.227 0.481 0.35
C 3.9915 -1.6331 1.8711 0.321 0.052 -2.207 0.32
O 3.9205 -0.6071 2.4981 -0.607 0.430 0.812 -0.61
N 5.1225 -2.2421 1.5151 3.051 -1.471 -0.815 0.06
C 5.1035 -3.4781 0.6601 4.034 -0.341 3.818 -0.95
C 6.4885 -1.7001 1.8751 -5.612 2.958 3.535 -1.07
H 3.2075 -2.0831 1.2121 -0.636 0.124 0.975 0.13
H 4.7845 -4.3541 1.2461 0.106 0.260 -0.271 0.28
H 6.1645 -3.6951 0.2551 -1.691 0.492 0.850 0.30
H 4.5245 -3.3331 -0.1249 -2.890 0.555 -3.639 0.44
H 6.3205 -0.5611 1.9151 0.089 -1.496 0.460 0.30
H 7.1425 -1.7291 1.1361 3.084 -1.390 -3.169 0.50
H 6.7215 -2.0131 2.8931 0.677 -0.155 -0.412 0.30
C -2.5945 -1.9171 4.2751 3.974 1.936 -2.005 0.15
O -1.5945 -1.1471 4.4481 -2.885 -2.126 -0.402 -0.66
N -3.5555 -2.1631 5.1191 -2.789 -0.262 -0.062 0.12
C -4.6065 -3.0781 4.7261 8.079 -2.967 -4.154 -1.08
C -3.6205 -1.5141 6.3791 4.645 -0.754 1.081 -0.97
H -2.7455 -2.4791 3.3011 0.335 0.468 0.800 0.29
H -4.2365 -4.1791 4.4661 -0.824 2.516 0.591 0.30
H -5.3455 -2.7841 4.0691 0.003 1.608 -4.382 0.36
H -5.4015 -3.1181 5.1911 -6.531 -1.074 8.129 0.49
H -4.4845 -1.1191 6.6931 -4.035 0.632 0.584 0.42
H -3.0175 -0.5601 6.3521 0.241 -1.519 0.084 0.30
H -3.2655 -2.3021 7.1231 -0.210 1.559 -0.337 0.30
C -0.8955 -0.5361 -0.4549 2.975 0.338 -4.946 -0.31
O -0.9575 -0.6081 -1.7269 -0.328 0.065 2.749 -0.60
N 0.2875 -0.2721 0.1451 0.043 1.069 1.365 0.41
C 0.2985 -0.3351 1.6721 1.661 3.839 -2.217 -1.15
C 1.6175 0.0229 -0.5069 -2.165 -0.783 -2.956 -1.03
H -1.7715 -0.6941 0.1171 -0.748 -0.101 1.164 0.62
H 0.5855 -1.3001 1.7751 0.487 -2.978 1.718 0.48
H -0.6945 -0.0451 1.9831 0.094 -0.230 0.681 0.42
H 1.1735 0.3589 2.0731 -2.123 -1.345 -0.695 0.23
H 1.5185 0.7199 -1.4629 -0.042 -1.546 2.044 0.20
H 2.1115 -0.9321 -0.8339 -0.520 0.818 0.150 0.25
H 2.2355 0.4799 0.2031 0.758 0.755 1.083 0.48
```
Forces are in eV/Å.

---

Record 3
The following is a DFT calculation (ωB97M-V/def2-TZVPD) of a 2-piece molecular cluster, C2H4NO2 overall at a distorted geometry.

## Properties
Gap between HOMO and LUMO ... 0.27764 Eh
Highest occupied orbital energy ... -3.5 eV
Net charge ... -1
ΔE to the lowest compared entry with this formula, charge and spin ... 1.734 eV
Max |F| ... 1.697 eV/Å

```
9
Properties=species:S:1:pos:R:3:forces:R:3:nbo_charge:R:1
O 1.0786 0.6730 0.4145 -0.009 0.744 0.053 -0.82
C 1.8432 -0.2294 0.0018 -0.093 -1.695 -0.019 0.44
N 1.8718 -0.8960 -1.1360 0.522 0.804 -0.040 -0.93
C -1.8167 0.1419 0.5672 -0.071 0.824 1.318 0.30
O -2.9079 0.3042 0.0782 0.204 -0.368 -0.432 -0.56
H 2.5575 -0.6978 0.7333 -0.118 0.342 0.057 0.03
H 1.3332 -0.3413 -1.8069 -0.408 -0.208 0.010 0.29
H -1.5886 0.6482 1.5410 0.048 -0.165 -0.326 0.08
H -0.9658 -0.4335 0.2037 -0.075 -0.279 -0.622 0.16
```
Forces are in eV/Å.